Below is a single C11H21N5O3 molecule at a distorted geometry, with properties calculated with ωB97M-V/def2-TZVPD.

SMILES: [H]/N=C(/N)NCCC[C@H](NC(=O)[C@@H]1CCCN1)C(=O)O
ΔE to the lowest compared entry with this formula, charge and spin: 4.996 eV
HOMO-LUMO gap: 9.23 eV
Total charge: 0

Structure (XYZ):
```
40
C11H21N5O3 ωB97M-V/def2-TZVPD
C 2.191 0.548 -0.379
C 2.355 -0.008 1.051
C 3.418 1.518 -0.920
C 3.095 2.927 -0.383
C 1.494 2.821 -0.602
C 0.766 -2.002 0.657
C 1.556 -2.779 -0.464
C -0.457 -1.248 0.224
C -1.735 -2.072 0.226
C -2.940 -1.411 -0.227
C -4.387 0.585 0.125
H 0.276 1.049 -0.769
H 1.994 -0.369 -0.943
H 4.512 1.259 -0.497
H 3.442 1.561 -2.015
H 3.455 3.724 -1.082
H 3.246 3.047 0.620
H 1.124 3.549 0.082
H 1.402 3.095 -1.647
H 1.649 -1.374 2.408
H 0.448 -2.892 1.300
H -0.641 -0.350 0.839
H -0.336 -0.800 -0.789
H -1.566 -3.101 -0.302
H -1.896 -2.384 1.243
H -2.606 -1.259 -1.202
H -3.612 -2.269 -0.419
H -3.040 -0.382 1.579
H -4.588 0.014 -1.784
H -3.682 1.913 1.482
H -4.801 2.637 0.289
H 3.080 -2.180 0.478
N 1.114 1.404 -0.341
N 1.777 -1.217 1.381
N -3.294 -0.225 0.536
N -4.978 0.728 -1.059
N -4.550 1.682 0.960
O 2.869 0.575 1.948
O 0.910 -3.620 -1.258
O 2.937 -2.695 -0.343
```